1.
A 3-piece molecular cluster, H6O3 overall. Source: the OMol25 dataset; level of theory: ωB97M-V with the def2-TZVPD basis set.

Positions of all 9 atoms, in Å:
1 H 0.98 -1.60 0.44
2 O 0.00 1.00 2.36
3 H -1.18 0.80 -1.96
4 H 0.58 -0.42 -0.46
5 O 1.17 -0.68 0.27
6 H 0.54 0.38 1.84
7 H -0.88 0.91 1.99
8 O -0.71 -0.02 -1.80
9 H -0.51 -0.37 -2.67

For the LUMO energy, the calculation gives 0.013 hartree. The calculation puts the calculated total energy at -229.3164 hartree. The highest occupied orbital energy is -10.70 eV. The value obtained for the HOMO-LUMO gap is 0.4060 hartree. As for the maximum force: 0.19 eV/A. Its total charge is 0. The value obtained for the energy relative to the best compared isomer or geometry (same formula, charge and spin) is 5.5 kcal/mol.

2.
A 3-piece molecular cluster, C29H59B2BrNO13P2S2 overall at a distorted geometry. Source: the OMol25 dataset; level of theory: ωB97M-V with the def2-TZVPD basis set.

Positions of all 109 atoms, in Å:
1 H -5.84 1.13 -4.62
2 H 0.85 -6.02 -3.03
3 H 4.98 -5.19 -2.21
4 B -0.44 2.36 0.19
5 H 5.42 -3.85 -1.13
6 C 1.68 -8.36 0.59
7 H 2.11 -8.02 1.53
8 C -5.13 1.99 -4.79
9 H -4.63 3.63 -3.41
10 H 2.45 -1.59 5.16
11 H -4.07 -0.37 0.79
12 B 1.58 3.10 -3.18
13 C -2.01 -1.16 -2.46
14 C -0.50 3.05 -1.30
15 H -4.31 0.54 -2.90
16 Br 1.55 -0.95 -2.52
17 H -5.79 4.17 0.46
18 H 2.85 -0.87 8.14
19 S -1.93 3.33 -4.28
20 H 1.94 3.59 -5.18
21 H 2.56 -0.70 2.84
22 H -0.92 5.09 0.93
23 H 2.72 -3.21 -0.60
24 H -1.86 4.40 -3.43
25 C 2.67 0.00 7.50
26 H -1.69 -3.13 -1.48
27 P 1.66 0.98 -1.37
28 N 1.67 2.76 -4.64
29 C -2.01 -2.10 -1.15
30 H -0.24 5.14 -2.15
31 H -0.02 -0.97 7.89
32 H -2.49 -1.08 1.29
33 O -1.45 1.45 0.62
34 C 0.69 -1.25 7.11
35 H -3.75 -3.22 -0.37
36 H 2.73 2.90 4.41
37 H 2.70 2.43 2.70
38 O 0.82 -5.09 -1.25
39 H -4.25 -1.67 -1.14
40 C 3.89 0.24 6.61
41 C -3.66 4.65 0.24
42 O 1.48 -0.14 6.75
43 S -2.02 0.49 -4.95
44 O -1.82 2.66 -1.70
45 H 2.54 0.88 8.15
46 C -4.55 2.55 -3.65
47 C -4.45 6.15 -2.14
48 H -1.15 0.54 0.46
49 H 0.74 -4.13 0.51
50 O -0.18 1.50 -3.25
51 P -1.92 1.49 -2.99
52 O 3.79 -5.00 -0.57
53 H -1.26 -1.67 -3.14
54 H -6.57 5.54 -1.65
55 O 4.28 -0.84 5.78
56 C 1.44 -6.03 -2.11
57 H 3.10 -3.89 0.99
58 H -4.78 6.70 -3.06
59 H 3.86 -2.12 4.29
60 H 3.36 2.29 -0.88
61 C 1.43 -4.82 0.01
62 H 2.30 1.98 -4.80
63 O -1.60 0.12 -2.00
64 H 1.88 -8.11 -2.41
65 C -3.51 -1.34 0.90
66 H -0.80 6.45 -0.22
67 O 2.28 -7.64 -0.47
68 C -5.50 5.48 -1.36
69 H 4.00 -3.72 -2.21
70 O 2.46 0.91 4.07
71 O 0.58 2.65 1.14
72 C 4.58 -4.40 -1.58
73 H 4.13 0.04 3.18
74 C 0.54 2.27 -2.26
75 C 3.05 2.14 3.69
76 H -3.38 4.06 1.14
77 H 4.74 0.42 7.28
78 H -4.89 2.32 -5.83
79 C -3.82 1.53 -2.69
80 H 3.78 1.16 6.03
81 H 1.44 -5.72 0.63
82 H -2.23 6.61 -2.31
83 H 4.14 2.10 3.71
84 H -3.95 1.79 -1.61
85 C -1.10 5.36 -0.15
86 C 1.46 -7.48 -1.61
87 C 3.39 -1.24 4.74
88 H -3.05 -1.23 -2.85
89 C 2.79 -4.14 -0.04
90 H 2.13 4.95 -3.07
91 C -2.63 5.35 -0.52
92 H 0.60 -8.19 0.64
93 H 0.88 4.69 -0.82
94 C 3.17 -0.23 3.62
95 H -0.82 -0.19 -4.98
96 H -4.05 -2.02 1.62
97 C -0.19 4.58 -1.17
98 C -3.04 6.09 -1.73
99 H 1.89 -9.43 0.47
100 H 0.13 -1.57 6.23
101 C -5.06 4.73 -0.18
102 H 0.15 2.47 2.00
103 H 0.43 -7.81 -1.43
104 H -1.21 -1.74 -0.46
105 C -3.45 -2.13 -0.49
106 O 3.28 1.50 -1.45
107 O 2.49 4.11 -2.71
108 H 1.29 -2.10 7.45
109 H 2.44 -5.70 -2.39

For the LUMO energy, the calculation gives 0.079 hartree. The calculation puts the calculated total energy at -6276.0227 hartree. The highest occupied orbital energy is -3.90 eV. The value obtained for the HOMO-LUMO gap is 0.2225 hartree. As for the maximum force: 3.21 eV/A. Its total charge is -1.

3.
A 2-piece molecular cluster, C9H14 overall at a distorted geometry. Source: the OMol25 dataset; level of theory: ωB97M-V with the def2-TZVPD basis set.

Positions of all 23 atoms, in Å:
1 H 0.65 -2.12 2.97
2 C 0.24 0.91 -2.32
3 H 0.59 0.97 2.97
4 C 0.05 -1.24 -0.53
5 C -2.30 1.35 -2.09
6 C 1.18 0.09 3.09
7 C -0.91 0.66 -1.65
8 H 2.51 0.58 -2.28
9 H 2.32 -1.34 -0.82
10 H -2.26 1.85 -3.10
11 C 1.30 -0.91 -1.18
12 H -2.34 2.13 -1.20
13 C 1.47 0.15 -1.99
14 C 0.28 -1.03 2.68
15 H -3.14 0.85 -2.31
16 C -0.87 -0.29 -0.64
17 H 1.70 0.03 4.19
18 H 0.16 1.71 -3.09
19 H -1.80 -0.59 -0.18
20 H 2.08 0.07 2.24
21 H -0.07 -2.16 0.12
22 H -0.14 -0.84 1.72
23 H -0.69 -0.84 3.40

For the LUMO energy, the calculation gives 0.034 hartree. The calculation puts the calculated total energy at -351.2052 hartree. The highest occupied orbital energy is -9.08 eV. The value obtained for the HOMO-LUMO gap is 0.3677 hartree. As for the maximum force: 6.30 eV/A. Its total charge is 0. The value obtained for the energy relative to the best compared isomer or geometry (same formula, charge and spin) is 78.4 kcal/mol.

4.
C14H22N4OPrS3Sb as an isolated structure at a distorted geometry. Source: the OMol25 dataset; level of theory: ωB97M-V with the def2-TZVPD basis set.

Positions of all 46 atoms, in Å:
1 H -1.06 -1.52 4.05
2 H 0.03 -0.27 4.78
3 H 1.93 0.97 3.02
4 H -1.79 -0.73 -3.20
5 H -3.60 -2.37 -0.60
6 N 1.12 -0.39 1.78
7 C 0.15 2.90 -2.93
8 H 0.79 3.28 -2.18
9 H 0.43 -2.11 0.89
10 C 1.24 -1.85 1.53
11 S 2.14 2.88 0.01
12 H 3.14 -1.63 4.05
13 C -2.34 0.20 -2.79
14 H -0.42 0.82 2.48
15 H -3.26 0.23 -3.38
16 C -0.10 -0.95 3.90
17 C 1.10 -2.67 2.81
18 N -2.67 -0.01 -1.35
19 H 2.19 -2.19 1.01
20 C -1.62 1.39 -3.19
21 C -1.85 1.87 -4.43
22 C -1.12 2.99 -4.94
23 C -2.80 -2.01 -0.01
24 H 2.17 -0.38 4.97
25 H 0.70 4.15 -4.56
26 C 2.21 -0.01 2.74
27 H -1.44 3.48 -5.88
28 Sb 4.19 2.29 -1.40
29 H 0.19 -3.26 2.79
30 H 3.12 0.00 2.18
31 S 2.77 1.40 -3.13
32 H -3.15 -1.60 0.92
33 S 4.01 -0.01 -0.34
34 N 1.00 -1.91 4.02
35 H -2.61 1.55 -5.08
36 Pr 1.34 0.57 -0.85
37 C -1.97 -0.99 -0.71
38 C -0.02 3.40 -4.19
39 H -2.14 -2.90 0.27
40 N -0.62 1.89 -2.41
41 H -3.67 -0.08 -1.22
42 C 2.27 -0.95 3.98
43 H -0.93 -0.70 1.86
44 H 1.91 -3.42 2.98
45 O -0.74 -1.12 -0.74
46 C -0.19 -0.23 2.51

For the LUMO energy (alpha / beta), the calculation gives -0.115 / -0.208 hartree. Its expectation value of S² is 3.76. The calculation puts the calculated total energy at -2792.6163 hartree. The highest occupied orbital energy (alpha / beta) is -11.29 / -11.15 eV. The value obtained for the HOMO-LUMO gap (alpha / beta) is 0.3003 / 0.2020 hartree. As for the maximum force: 3.96 eV/A. Its total charge is +1. The value obtained for the energy relative to the best compared isomer or geometry (same formula, charge and spin) is 44.6 kcal/mol. Its multiplicity is 4.

5.
A 2-piece molecular cluster, C3H7N2O overall at a distorted geometry. Source: the OMol25 dataset; level of theory: ωB97M-V with the def2-TZVPD basis set.

Positions of all 13 atoms, in Å:
1 H -0.79 -1.33 -3.95
2 H 1.87 0.81 2.34
3 H -1.02 -0.92 -0.42
4 N 0.11 1.40 1.48
5 C -0.72 1.01 0.46
6 O -0.69 -1.24 -2.99
7 H 0.09 -1.78 -2.87
8 H -1.48 1.62 0.00
9 C -0.44 -0.32 0.25
10 H 0.16 2.28 1.97
11 N 0.69 -0.58 1.01
12 H 1.16 -1.47 1.05
13 C 1.07 0.52 1.68

For the LUMO energy, the calculation gives -0.127 hartree. The calculation puts the calculated total energy at -303.0176 hartree. The highest occupied orbital energy is -14.65 eV. The value obtained for the HOMO-LUMO gap is 0.4113 hartree. As for the maximum force: 2.10 eV/A. Its total charge is +1. The value obtained for the energy relative to the best compared isomer or geometry (same formula, charge and spin) is 14.1 kcal/mol.

6.
An isolated ion of composition C6H16N3O4S2 and charge +1 at a distorted geometry. Source: the OMol25 dataset; level of theory: ωB97M-V with the def2-TZVPD basis set.

Positions of all 31 atoms, in Å:
1 H 2.35 -1.29 -1.10
2 H 2.63 1.72 -0.83
3 O -2.08 1.46 -1.56
4 H 2.24 -0.21 -2.62
5 H 0.37 0.93 -1.40
6 C -0.90 -0.04 0.58
7 C 1.37 0.66 1.07
8 H -1.09 -3.63 0.16
9 H -2.80 -3.35 0.89
10 H 1.10 0.48 2.04
11 S -1.75 1.70 -0.19
12 N 2.93 0.71 -0.81
13 C -1.77 -2.94 0.66
14 H -2.91 2.18 1.67
15 H -0.13 -0.66 -1.70
16 S -2.09 -1.35 -0.22
17 N 0.48 -0.15 0.18
18 H 3.45 1.07 1.18
19 O -3.31 -0.73 0.17
20 C 2.81 0.39 0.64
21 H -4.00 1.35 0.77
22 H -1.30 -2.61 1.49
23 O -0.81 2.65 0.28
24 C 0.63 -0.04 -1.17
25 H 1.29 1.79 1.02
26 C 2.13 -0.27 -1.60
27 O -1.73 -1.62 -1.59
28 H -0.96 -0.12 1.62
29 N -3.14 1.87 0.68
30 H 3.08 -0.62 0.86
31 H 3.91 0.65 -1.17

For the LUMO energy (alpha / beta), the calculation gives -0.124 / -0.224 hartree. Its expectation value of S² is 2.01. The calculation puts the calculated total energy at -1499.2627 hartree. The highest occupied orbital energy (alpha / beta) is -7.30 / -13.43 eV. The value obtained for the HOMO-LUMO gap (alpha / beta) is 0.1445 / 0.2692 hartree. As for the maximum force: 8.16 eV/A. Its total charge is +1. Its multiplicity is 3.

Question: calculated total energy of number 2 (C29H59B2BrNO13P2S2)?
Answer: -6276.0227 hartree

Question: Which of these has the lowest calculated total energy?
Answer: C29H59B2BrNO13P2S2

Question: What is the maximum force in the fifth record?
Answer: 2.10 eV/A